Entry 1:
16
Properties=species:S:1:pos:R:3:forces:R:3 method="wB97M-V/def2-TZVPD" relative_energy_ev=0.321 homo_lumo_gap_ev=10.701 max_force_ev_per_a=2.32 energy_ha=-400.20971 e_lumo_ev=0.70 smiles="CCNC(=O)O.O"
C -0.819625 1.597212 -0.242356 0.385 -0.113 -0.667
N 0.283890 1.118348 0.587232 -0.575 -2.038 0.757
C 0.191091 -0.156276 1.108160 1.311 1.871 0.389
O 0.825005 -0.154961 2.336471 -0.264 -0.233 -0.811
O -0.289960 -1.128050 0.603908 -0.674 -0.628 -0.036
C -0.508425 1.376205 -1.719687 0.697 1.121 -0.368
H -1.014727 2.627740 0.046467 -0.056 0.103 -0.291
H -1.718814 1.010984 -0.052799 0.075 -0.004 0.530
H 0.930231 1.644932 1.147014 -0.455 0.893 -0.209
H 0.928260 -1.081114 2.560143 0.074 -0.396 0.288
H -1.307430 1.684177 -2.395243 -0.340 -0.359 0.223
H 0.328402 2.003917 -2.050218 0.099 -0.054 0.283
H -0.192387 0.354333 -1.892410 -0.293 -0.248 -0.055
H 0.429354 -3.133029 -2.237404 0.073 0.217 -0.258
H -0.022614 -2.258416 -1.122632 -0.306 0.448 0.890
O 0.299965 -2.202369 -2.014910 0.248 -0.579 -0.667

---

Entry 2:
155
Properties=species:S:1:pos:R:3:forces:R:3 method="wB97M-V/def2-TZVPD" relative_energy_ev=0.000 homo_lumo_gap_ev=9.129 max_force_ev_per_a=2.03 energy_ha=-12574.33620 e_lumo_ev=0.35 smiles="C=CCCO[C@@H](CCCCCCCCCOC)[C@@H](CC=C)OCC(F)(F)C(F)(F)F.ClCCCl.ClCCCl.ClCCCl.ClCCCl.ClCCCl.ClCCCl.ClCCCl.ClCCCl.ClCCCl.ClCCCl.ClCCCl"
C 1.559089 0.783926 2.358266 -0.366 1.026 -0.517
C 2.208282 0.938455 1.206844 -0.867 -0.182 -0.342
C 2.369139 -0.075023 0.098164 0.121 0.097 0.931
C 1.473836 -1.325117 0.190869 1.237 -0.226 -0.428
O 0.911975 -1.604036 -1.088088 -0.522 -0.205 0.780
C -0.410911 -1.144304 -1.227771 -0.925 -0.029 -1.804
C -0.513488 -0.038907 -2.309271 0.411 0.437 0.816
C -1.113511 1.249133 -1.714220 0.440 -0.647 -0.669
C -0.932089 2.405072 -2.700596 -1.033 0.277 0.421
C -0.968899 3.829319 -2.104703 0.935 0.013 -0.039
C -0.261806 4.032678 -0.740707 -0.398 0.692 -0.162
C -1.229037 4.349400 0.422005 0.853 -1.139 -0.387
C -2.230410 3.237242 0.757881 -0.634 0.722 0.395
C -3.530859 3.268209 -0.049386 0.063 -0.700 -0.230
C -4.551525 2.265117 0.506348 0.992 0.967 -0.116
O -5.853020 2.810032 0.403297 0.033 -0.657 0.149
C -6.773404 1.849717 0.865103 -0.619 0.125 0.012
C -1.351386 -2.315670 -1.587176 0.157 0.258 1.643
C -1.427237 -3.264347 -0.349213 -0.440 -0.422 -0.423
C -2.859761 -3.663236 -0.070611 0.351 -0.139 0.515
C -3.428183 -3.552248 1.132862 -0.156 -0.230 -0.654
O -2.641425 -1.698323 -1.754028 0.299 0.004 -0.581
C -3.226738 -1.974279 -2.995333 -0.138 -0.295 0.391
C -4.471451 -1.108510 -3.115547 0.334 0.304 0.127
F -4.195069 0.167978 -2.741032 -0.109 -0.091 -0.055
F -4.878218 -1.056913 -4.413546 -0.084 -0.226 0.133
C -5.667575 -1.585496 -2.261978 0.003 -0.092 0.415
F -6.022567 -2.825815 -2.638057 -0.127 0.362 -0.060
F -5.365771 -1.629760 -0.959951 0.093 0.150 -0.536
F -6.708905 -0.750752 -2.408944 0.110 -0.324 -0.122
H 1.221395 -0.144515 2.780171 -0.616 -0.038 -0.304
H 1.295327 1.683946 2.904184 0.445 -0.122 0.414
H 2.656750 1.914224 1.019021 -0.921 -0.259 -0.380
H 2.169919 0.437576 -0.843757 0.000 -0.043 -0.056
H 3.419602 -0.383851 0.081998 0.015 0.000 -0.227
H 0.731980 -1.268246 0.987226 -0.222 0.188 -0.188
H 2.113723 -2.175061 0.432224 -0.116 -0.104 0.034
H -0.826815 -0.728670 -0.304977 0.292 -0.034 0.202
H -1.046974 -0.344388 -3.208336 -0.020 -0.111 -0.012
H 0.510122 0.208385 -2.601522 0.004 -0.175 -0.165
H -0.587452 1.396248 -0.770743 0.029 0.296 -0.011
H -2.161111 1.058899 -1.479407 -0.071 0.166 0.074
H -0.030665 2.252679 -3.295077 0.183 0.066 0.190
H -1.766637 2.346807 -3.409164 0.145 -0.064 -0.179
H -1.975998 4.237828 -2.047340 -0.102 -0.178 0.001
H -0.441068 4.468836 -2.817515 -0.157 0.016 -0.110
H 0.367233 4.921644 -0.844119 0.115 -0.060 0.057
H 0.427514 3.225793 -0.487492 -0.151 -0.176 0.001
H -0.599525 4.472538 1.306484 -0.096 0.381 0.041
H -1.725164 5.288241 0.172417 -0.185 0.015 0.279
H -2.543763 3.408260 1.795515 0.052 -0.067 0.037
H -1.778182 2.246301 0.757327 0.147 0.006 -0.144
H -3.929231 4.283962 -0.043146 -0.166 -0.039 0.061
H -3.364582 2.969563 -1.084443 0.096 0.336 -0.110
H -4.273420 2.083955 1.553123 -0.410 -0.201 0.094
H -4.449725 1.330659 -0.057085 -0.284 -0.144 0.135
H -7.770970 2.291583 0.808928 0.035 -0.004 0.007
H -6.582890 1.559556 1.904818 0.103 0.063 0.022
H -6.763229 0.937843 0.258270 0.111 -0.006 -0.086
H -1.014935 -2.842108 -2.479509 -0.108 0.072 -0.131
H -1.099801 -2.693982 0.517561 0.277 -0.217 0.090
H -0.779285 -4.128471 -0.506747 0.128 0.061 0.041
H -3.442111 -4.051817 -0.901439 -0.225 0.617 -0.142
H -4.507405 -3.472432 1.197000 -0.037 -0.787 0.232
H -2.855838 -3.564394 2.053215 0.091 0.850 -0.044
H -2.553378 -1.778568 -3.836219 -0.117 0.205 -0.059
H -3.513614 -3.030396 -3.051520 -0.124 0.035 -0.193
Cl -1.715249 -4.660112 -4.607588 -0.011 -0.103 0.009
C -0.800906 -4.001445 -5.990445 -0.008 0.089 -0.207
C 0.686070 -4.081083 -5.770331 0.095 -0.023 -0.067
Cl 1.229327 -2.973731 -4.482223 -0.036 -0.034 0.055
H -1.128173 -2.976729 -6.150895 -0.008 0.017 0.078
H -1.077923 -4.589855 -6.863826 0.019 -0.058 0.038
H 1.207137 -3.792009 -6.682024 -0.055 0.051 -0.010
H 0.993965 -5.088739 -5.500421 -0.012 0.164 0.022
Cl 3.564540 -4.589476 2.205742 -0.227 0.069 -0.048
C 4.823200 -3.418392 2.678853 0.133 -0.063 0.044
C 4.343417 -2.470455 3.745497 -0.034 -0.083 0.045
Cl 3.104045 -1.346741 3.121471 0.789 -0.615 0.469
H 5.139667 -2.886983 1.786268 -0.055 0.001 -0.014
H 5.667096 -3.997162 3.047407 -0.030 -0.022 0.025
H 5.175656 -1.862198 4.097535 0.020 0.013 -0.087
H 3.923684 -3.003503 4.595733 -0.061 -0.016 -0.051
Cl -2.866329 -1.005227 -7.676469 0.046 -0.020 0.025
C -3.969286 0.263803 -7.077470 -0.127 0.026 0.093
C -4.254260 1.307441 -8.125759 -0.073 0.028 -0.020
Cl -2.822386 2.303752 -8.490799 0.013 -0.009 -0.024
H -3.524816 0.701660 -6.187336 0.070 0.001 -0.041
H -4.894085 -0.231687 -6.789496 0.002 -0.005 -0.056
H -5.028429 1.983128 -7.765843 0.025 -0.007 0.058
H -4.594347 0.856040 -9.054472 0.071 -0.020 -0.011
Cl -7.080151 -2.126424 1.498569 -0.097 -0.010 0.126
C -8.774607 -1.609860 1.304766 -0.029 0.028 -0.113
C -9.284484 -0.855919 2.506814 -0.077 0.068 -0.042
Cl -9.456990 -1.906128 3.935675 0.022 0.005 0.016
H -9.374153 -2.494904 1.107204 0.030 -0.031 0.067
H -8.810450 -0.966507 0.425716 0.019 0.042 0.037
H -10.271138 -0.448087 2.291602 -0.007 -0.048 -0.026
H -8.623091 -0.035485 2.771954 0.071 -0.036 0.031
Cl 4.582839 2.142787 1.915642 1.027 0.493 0.432
C 5.826307 3.334335 2.393540 0.170 -0.137 -0.057
C 5.317953 4.281021 3.447289 0.106 0.014 0.119
Cl 4.063648 5.384963 2.813687 -0.038 0.019 0.014
H 6.146762 3.864546 1.499908 -0.075 0.022 -0.008
H 6.676286 2.774879 2.782905 -0.025 0.023 0.066
H 6.132693 4.907967 3.807982 -0.123 -0.139 -0.142
H 4.894359 3.744222 4.293415 -0.089 -0.014 -0.062
Cl 6.024955 -6.974701 1.551640 0.178 -0.013 0.010
C 4.816273 -8.120371 0.929428 -0.140 -0.063 0.097
C 5.202057 -8.672499 -0.418162 -0.050 -0.122 -0.024
Cl 5.129954 -7.420554 -1.687375 0.145 0.037 0.044
H 3.858579 -7.605700 0.888761 0.052 0.087 -0.026
H 4.741337 -8.929847 1.653869 0.053 -0.030 -0.035
H 4.507641 -9.461006 -0.705490 -0.052 0.042 0.026
H 6.206720 -9.087362 -0.411227 0.033 0.094 0.003
Cl -6.447374 7.285689 -0.551506 0.017 0.009 0.021
C -7.484987 5.843581 -0.395302 0.039 -0.165 -0.014
C -8.783040 6.150150 0.306036 -0.078 -0.031 -0.083
Cl -8.545131 6.529308 2.031807 -0.006 0.021 0.010
H -6.917951 5.075983 0.127745 0.034 0.040 0.015
H -7.688656 5.490093 -1.405014 -0.040 0.038 -0.002
H -9.436604 5.280169 0.260168 0.047 -0.032 0.011
H -9.296440 6.991008 -0.153878 0.049 0.050 0.048
Cl 7.783665 6.228055 4.935820 0.260 0.147 0.123
C 6.638060 7.509878 5.423642 -0.175 0.038 0.010
C 6.364493 8.482234 4.306885 -0.069 0.005 -0.039
Cl 7.788428 9.486081 3.922644 0.016 -0.007 -0.022
H 7.047287 8.006471 6.299131 0.072 -0.025 -0.026
H 5.713754 7.014988 5.713156 -0.007 -0.004 -0.040
H 5.566932 9.161254 4.603885 0.017 -0.010 0.058
H 6.059553 7.969015 3.397873 0.049 -0.017 -0.001
Cl 4.279599 8.519577 7.983722 -0.007 0.002 -0.026
C 3.849901 7.198083 9.102319 -0.081 -0.031 0.099
C 5.034904 6.330260 9.440328 -0.006 -0.019 0.112
Cl 5.585712 5.369329 8.043316 0.034 -0.010 0.000
H 3.049892 6.619969 8.647005 0.046 0.004 -0.075
H 3.466638 7.663638 10.008759 0.055 0.021 0.008
H 4.761017 5.623983 10.222312 -0.056 -0.007 -0.031
H 5.875790 6.922935 9.791678 0.012 0.023 -0.080
Cl 6.961603 -3.583232 -0.252741 0.001 0.013 -0.011
C 8.668506 -3.543586 0.254227 0.062 0.011 -0.051
C 8.850651 -3.949054 1.695082 0.086 -0.107 -0.011
Cl 8.187377 -2.742432 2.832741 0.058 0.032 -0.020
H 9.049868 -2.541851 0.072352 -0.054 0.024 0.039
H 9.204527 -4.239692 -0.389025 -0.011 -0.044 0.044
H 9.912459 -4.039197 1.918087 0.003 0.051 -0.014
H 8.373030 -4.903701 1.903683 -0.077 0.043 -0.011
Cl 1.683658 -10.541112 -5.495029 -0.009 0.008 -0.028
C 2.940819 -9.383859 -4.984815 0.088 -0.027 0.011
C 2.465182 -8.471605 -3.884817 0.108 0.046 0.035
Cl 1.219238 -7.325831 -4.448008 -0.065 -0.163 0.086
H 3.254320 -8.820929 -5.860298 -0.075 0.011 -0.014
H 3.787129 -9.970792 -4.631002 -0.021 0.003 0.047
H 3.297428 -7.877726 -3.514616 -0.034 -0.016 -0.074
H 2.048259 -9.033412 -3.052144 -0.084 -0.011 -0.054

---

Entry 3:
106
Properties=species:S:1:pos:R:3:forces:R:3 method="wB97M-V/def2-TZVPD" relative_energy_ev=0.000 homo_lumo_gap_ev=8.025 max_force_ev_per_a=0.52 energy_ha=-3184.93759 e_lumo_ev=0.58
Ca -1.492432 -1.629348 -1.081853 0.464 0.223 -0.062
C 0.119983 -3.804131 -1.022100 -0.113 -0.002 0.092
C 0.627878 -2.964734 0.008666 -0.255 -0.026 0.056
C -0.419416 -2.865138 0.998678 0.170 0.164 0.109
C -1.499243 -3.661467 0.530873 -0.071 -0.094 0.022
C -1.170003 -4.264316 -0.691425 -0.012 -0.044 -0.135
C -1.912839 -5.427776 -1.327343 0.015 0.011 0.013
C -1.763616 -5.460571 -2.849586 -0.021 0.001 -0.011
C -1.311264 -6.722528 -0.753145 0.024 0.018 0.008
C -3.401719 -5.390318 -0.979295 -0.037 -0.019 -0.010
C -0.511535 -2.303347 2.427899 -0.003 0.004 -0.033
C 0.276513 -1.019886 2.684919 0.006 -0.029 -0.057
C -0.049555 -3.378148 3.423430 -0.002 -0.048 0.003
C -1.974981 -1.960940 2.760155 -0.007 0.008 0.066
C 2.089223 -2.492217 -0.025805 -0.032 -0.028 -0.008
C 2.239113 -0.969681 -0.128875 -0.020 -0.027 -0.019
C 2.864290 -3.039762 1.182593 0.005 0.009 -0.009
C 2.798394 -3.058386 -1.264860 0.042 0.000 -0.026
H 0.676624 -4.113289 -1.892463 -0.034 0.008 -0.008
H -2.427517 -3.817522 1.059471 0.051 -0.075 0.009
H -0.723606 -5.339685 -3.157729 -0.011 -0.012 0.006
H -2.355734 -4.674802 -3.317617 0.015 0.001 0.010
H -2.117540 -6.418614 -3.238959 -0.002 0.010 0.006
H -0.259072 -6.812561 -1.031558 -0.014 0.002 0.007
H -1.845014 -7.598808 -1.131987 0.002 0.012 0.002
H -1.371622 -6.721627 0.337144 0.000 -0.004 -0.015
H -3.859273 -4.454195 -1.306753 0.002 -0.011 0.006
H -3.566583 -5.494627 0.094731 0.010 0.002 -0.010
H -3.922390 -6.213594 -1.474742 0.002 0.009 0.011
H 1.350149 -1.155039 2.594624 0.029 -0.054 -0.019
H 0.074288 -0.654912 3.696440 0.005 -0.013 -0.018
H -0.030201 -0.248082 1.978111 -0.008 0.006 -0.029
H 0.990231 -3.657865 3.252178 -0.025 0.003 0.008
H -0.657926 -4.277854 3.313295 0.012 0.010 0.007
H -0.144610 -3.018652 4.452671 0.001 -0.005 -0.011
H -2.392652 -1.237515 2.052675 0.003 0.014 -0.011
H -2.029922 -1.512206 3.755599 0.001 -0.009 -0.008
H -2.618520 -2.839181 2.765036 0.017 0.025 0.029
H 1.715418 -0.437251 0.658655 -0.039 0.011 0.050
H 1.839148 -0.611619 -1.082792 -0.002 0.003 0.016
H 3.292564 -0.677751 -0.089396 -0.018 -0.012 0.004
H 2.504744 -2.659674 2.134989 -0.029 0.044 0.007
H 3.922023 -2.775375 1.098810 -0.008 -0.002 0.002
H 2.784900 -4.128815 1.212378 0.001 0.015 0.001
H 2.325696 -2.722775 -2.190349 0.015 0.004 0.013
H 2.813208 -4.149410 -1.259315 0.004 0.018 0.004
H 3.832159 -2.705625 -1.272525 -0.005 -0.009 -0.009
C -1.597621 -0.662645 -3.572193 -0.331 0.163 0.259
C -2.263078 -1.906729 -3.562508 0.001 0.085 0.042
C -3.441818 -1.765892 -2.800807 -0.121 -0.283 0.060
C -3.520354 -0.439989 -2.327692 0.366 0.149 -0.196
C -2.373692 0.247926 -2.803102 -0.147 -0.309 -0.292
H -0.695814 -0.429143 -4.120219 0.024 -0.004 0.044
H -1.931774 -2.819361 -4.030969 0.055 0.087 -0.123
H -4.154709 -2.555970 -2.606270 -0.051 0.065 -0.057
H -4.334851 -0.007493 -1.764245 0.034 -0.010 0.052
H -2.180063 1.305627 -2.708599 -0.005 -0.118 0.015
C 0.549983 2.326790 0.959106 -0.001 0.088 -0.030
P -0.575438 1.575085 -0.312476 0.056 0.066 0.124
C -0.363089 2.806439 -1.647757 -0.060 -0.042 -0.055
C -0.720115 4.146823 -1.501806 0.006 -0.003 0.024
C -0.495521 5.048458 -2.529128 0.011 -0.024 -0.003
C 0.094826 4.620206 -3.712843 0.001 0.006 0.027
C 0.463842 3.292476 -3.864716 -0.011 -0.005 0.032
C 0.230834 2.389161 -2.835496 0.081 0.034 0.006
C -2.207248 1.993395 0.419203 0.028 -0.051 0.052
C -2.400586 1.719768 1.775080 -0.039 0.039 0.037
C -3.641909 1.894872 2.369288 -0.007 -0.001 -0.018
C -4.717006 2.343380 1.615175 0.024 -0.002 -0.010
C -4.539199 2.616525 0.266273 0.044 -0.010 0.000
C -3.296691 2.439854 -0.328173 0.001 0.017 -0.022
P 2.283550 2.557179 0.315445 -0.008 -0.048 -0.013
C 2.290074 4.335260 -0.132503 0.038 -0.011 0.009
C 1.811382 5.348226 0.700036 -0.044 0.010 -0.011
C 1.874549 6.674387 0.307579 0.002 -0.016 -0.027
C 2.431327 7.010184 -0.923457 -0.008 -0.024 0.014
C 2.923477 6.015647 -1.752003 -0.035 -0.044 0.015
C 2.849978 4.683282 -1.356489 -0.011 0.032 -0.034
C 3.212607 2.591479 1.905469 0.008 0.021 -0.020
C 4.119568 3.606175 2.208368 -0.003 0.008 0.004
C 4.892930 3.547668 3.360174 -0.009 -0.028 0.024
C 4.777948 2.472941 4.229417 -0.010 0.004 -0.032
C 3.890610 1.447398 3.931875 -0.018 0.029 -0.034
C 3.123321 1.504601 2.777750 -0.014 -0.024 0.003
H 0.608392 1.658450 1.816056 0.035 -0.022 0.015
H 0.130433 3.270968 1.311327 -0.002 0.031 0.018
H -1.171391 4.489561 -0.577643 -0.020 -0.008 0.001
H -0.769819 6.088115 -2.403021 -0.003 -0.007 -0.004
H 0.269544 5.325676 -4.515468 0.000 0.000 0.007
H 0.925922 2.956147 -4.784071 -0.008 0.000 0.002
H 0.506710 1.347650 -2.953907 -0.004 0.011 -0.003
H -1.575384 1.367931 2.383102 -0.022 -0.005 0.001
H -3.766726 1.677811 3.422724 -0.002 0.002 -0.006
H -5.687066 2.479326 2.075461 0.005 0.001 -0.001
H -5.371360 2.965664 -0.331821 0.005 0.002 0.002
H -3.182379 2.654400 -1.383222 0.012 0.019 0.025
H 1.401394 5.101022 1.672809 -0.014 -0.011 0.001
H 1.499265 7.450493 0.962794 0.001 -0.004 -0.001
H 2.483037 8.047648 -1.228850 0.002 -0.003 0.001
H 3.359156 6.270533 -2.709785 -0.002 -0.002 0.003
H 3.222635 3.902610 -2.009571 0.002 0.006 0.006
H 4.222517 4.455857 1.545429 0.014 -0.017 0.010
H 5.586478 4.350144 3.577981 -0.002 -0.004 0.000
H 5.378578 2.430824 5.128711 0.000 0.000 -0.003
H 3.798072 0.596528 4.595236 -0.001 0.002 -0.003
H 2.454011 0.680311 2.555399 0.026 0.054 0.002

---

Entry 4:
10
Properties=species:S:1:pos:R:3:forces:R:3 method="wB97M-V/def2-TZVPD" relative_energy_ev=1.668 homo_lumo_gap_ev=10.616 max_force_ev_per_a=4.14 energy_ha=-789.08112 e_lumo_ev=0.00
C -0.700815 -0.416389 -0.455352 -3.350 -0.602 -2.364
C 0.489827 0.363812 -0.162146 1.769 -1.226 3.430
O -0.935853 -1.551043 0.326630 1.572 0.322 1.578
O 0.416644 1.640445 -0.344202 0.275 1.521 0.362
F 0.409641 0.189363 1.662938 0.509 0.436 -2.879
Cl 1.987054 -0.506740 -0.574975 -0.424 0.786 0.497
H -1.551650 0.385091 -0.368348 1.156 -1.638 -0.272
H -0.654156 -0.892580 -1.531305 -0.048 1.674 1.614
H -0.349080 -1.442516 1.142749 -1.266 -0.028 -1.172
H 0.888385 2.230553 0.304010 -0.193 -1.245 -0.793